{
  "formula": "C36H76O14",
  "method": "wB97M-V/def2-TZVPD",
  "symbols": ["C", "C", "O", "C", "H", "H", "H", "H", "H", "H", "C", "C", "O", "C", "H", "H", "H", "H", "H", "H", "C", "C", "O", "C", "H", "H", "H", "H", "H", "H", "C", "C", "O", "C", "H", "H", "H", "H", "H", "H", "C", "C", "O", "C", "H", "H", "H", "H", "H", "H", "C", "C", "O", "C", "H", "H", "H", "H", "H", "H", "C", "C", "O", "C", "H", "H", "H", "H", "H", "H", "C", "C", "O", "C", "H", "H", "H", "H", "H", "H", "C", "C", "O", "C", "H", "H", "H", "H", "H", "H", "C", "C", "O", "C", "H", "H", "H", "H", "H", "H", "C", "C", "O", "C", "H", "H", "H", "H", "H", "H", "C", "C", "O", "C", "H", "H", "H", "H", "H", "H", "O", "H", "H", "O", "H", "H"],
  "xyz": [[4.649788, 4.910998, 1.243146], [3.693298, 4.254867, 2.213147], [3.507832, 3.072106, 2.098577], [2.956999, 5.174499, 3.179958], [5.232649, 5.611272, 1.717234], [4.065966, 5.341619, 0.462628], [5.337049, 4.146643, 0.777483], [2.765924, 4.581228, 4.080535], [2.011543, 5.455163, 2.758156], [3.534154, 6.118593, 3.412382], [-2.185593, -3.814471, -1.854685], [-3.349399, -3.969982, -0.811389], [-3.363782, -4.888031, -0.017038], [-4.307697, -2.855251, -0.888825], [-2.374309, -2.970456, -2.591634], [-2.001173, -4.764394, -2.420364], [-1.301121, -3.602736, -1.227276], [-4.715964, -2.944674, -1.886296], [-3.900001, -1.860643, -0.868521], [-5.136900, -2.886511, -0.109570], [-6.405666, 4.799476, -2.195461], [-5.983030, 4.509062, -3.695136], [-6.536460, 3.665579, -4.329011], [-4.934724, 5.434253, -4.303330], [-7.013549, 5.722212, -2.028166], [-5.541484, 4.819384, -1.545036], [-7.050394, 4.033185, -1.834540], [-4.966276, 6.457338, -3.893870], [-5.093905, 5.585309, -5.377831], [-3.967852, 4.996480, -4.071994], [3.775393, -0.185478, -1.601858], [4.162928, 0.875022, -2.551390], [3.270358, 1.578169, -2.961530], [5.614714, 1.274511, -2.904599], [3.977937, 0.105310, -0.545828], [4.223008, -1.165753, -1.877633], [2.678624, -0.287186, -1.748838], [6.214896, 1.399647, -1.951565], [5.620466, 2.211651, -3.548635], [6.072674, 0.398560, -3.372493], [4.240053, -2.393430, 2.015869], [3.535395, -3.176931, 0.965254], [3.136003, -2.677273, -0.050494], [3.147245, -4.598486, 1.433255], [5.266221, -2.807142, 2.037380], [3.822432, -2.600125, 2.981320], [4.193814, -1.369603, 1.769831], [2.872292, -5.269002, 0.636344], [2.370555, -4.523878, 2.165436], [3.956491, -5.126526, 1.977166], [1.276774, 4.390745, -1.615173], [-0.128948, 4.720706, -0.982230], [-0.365942, 5.832119, -0.649113], [-1.060266, 3.619504, -0.942306], [1.519143, 3.309538, -1.307580], [2.037992, 5.063799, -1.341395], [1.167051, 4.428708, -2.720148], [-1.115859, 3.025532, -1.786502], [-2.089952, 3.902329, -0.803074], [-0.825180, 2.852725, -0.144501], [1.271122, -0.394218, 1.443067], [-0.017349, 0.264697, 1.235550], [-0.486471, 0.991801, 2.077809], [-0.801073, -0.203495, 0.048191], [1.109849, -1.428225, 1.714930], [1.948636, -0.007331, 2.185932], [1.754289, -0.551782, 0.479932], [-0.270964, 0.104947, -0.824103], [-1.829360, 0.169798, -0.087161], [-0.664534, -1.285773, -0.077422], [-0.270079, -5.702889, 1.137779], [-0.594498, -4.348308, 1.712314], [-0.831301, -3.435162, 0.969339], [-0.885800, -4.207735, 3.171100], [0.603750, -6.030380, 1.615329], [-0.101420, -5.622581, 0.106637], [-1.049279, -6.457431, 1.235860], [-1.128212, -5.131773, 3.680506], [-1.655570, -3.426401, 3.332185], [-0.005600, -3.870284, 3.678506], [3.231497, -4.401437, -2.851874], [1.827547, -4.385010, -2.365443], [1.302373, -5.413271, -1.948096], [1.125644, -3.086761, -2.654409], [3.157563, -4.152973, -3.977501], [3.842278, -5.308102, -2.640494], [3.736831, -3.510795, -2.401614], [0.436096, -3.238070, -3.532004], [1.970467, -2.376339, -2.832988], [0.544224, -2.824096, -1.814868], [-3.491979, -0.441220, 2.445821], [-3.843707, 0.638498, 1.449568], [-4.221793, 0.400104, 0.306832], [-3.869467, 2.048478, 1.910751], [-2.565635, -0.172980, 2.905840], [-3.427442, -1.430830, 1.993083], [-4.202789, -0.451304, 3.300491], [-2.950786, 2.575830, 1.478341], [-3.734324, 2.026866, 3.002964], [-4.853788, 2.459500, 1.536619], [2.554490, -1.302530, 6.151497], [1.682670, -1.582791, 4.926891], [2.026004, -2.351910, 4.058726], [0.362681, -0.834279, 4.772008], [3.092776, -0.371726, 5.885718], [3.187133, -2.131942, 6.268606], [2.043340, -1.078783, 7.098262], [-0.501793, -1.423306, 5.147835], [0.098357, -0.709251, 3.700752], [0.367167, 0.160541, 5.255279], [-2.373398, -0.251107, -4.005069], [-2.733785, 1.112091, -3.492719], [-1.939540, 1.991043, -3.456836], [-4.179797, 1.373126, -2.994801], [-2.806658, -0.997280, -3.330634], [-1.286242, -0.291233, -4.175354], [-2.926702, -0.392633, -4.973122], [-4.255590, 1.265229, -1.904316], [-4.858787, 0.638969, -3.445293], [-4.542520, 2.368561, -3.359632], [1.695330, 1.954917, 4.320823], [0.878470, 1.731238, 3.916465], [2.201357, 2.105712, 3.465259], [0.581731, 0.855762, -2.847002], [1.455107, 1.301052, -2.788412], [-0.122984, 1.537090, -2.910470]],
  "forces_ev_per_a": [[0.1, -2.8, -0.7], [0.4, 1.1, -0.9], [-0.7, -0.9, 0.7], [1.3, -0.1, 0.6], [1.3, 2.0, 1.0], [-0.4, 0.6, -0.6], [-0.9, 0.7, 0.5], [-0.1, 0.3, 0.0], [-0.6, 0.1, -0.3], [-0.6, -1.2, -0.3], [-0.5, -0.2, -0.2], [2.0, -0.3, -0.4], [-0.3, 0.5, -0.5], [-2.2, 0.0, 1.2], [0.3, -1.0, 1.0], [-0.2, 0.8, 0.6], [-0.4, -0.1, -0.5], [-0.6, 0.0, -0.4], [0.7, 0.3, 0.2], [1.0, -0.2, -1.0], [0.1, 0.4, -0.9], [-0.7, 2.1, 1.5], [-0.2, -0.9, -0.5], [-0.5, 0.5, 0.1], [0.8, -0.3, -0.6], [0.3, 0.3, 0.1], [-0.4, -1.0, 0.0], [0.0, -0.5, 0.3], [0.2, -0.6, 0.2], [0.3, 0.1, -0.2], [-0.4, -1.4, 0.0], [0.9, 1.8, 0.2], [-0.4, 0.7, -0.8], [-0.2, -0.1, 0.8], [0.1, -0.4, -0.8], [0.0, 0.6, 0.6], [0.7, -0.1, 0.4], [-0.7, 0.1, -1.0], [0.0, -1.4, 0.9], [0.1, 0.3, -0.4], [1.1, -1.4, -0.4], [-1.1, -1.1, 1.7], [-0.1, -0.1, -1.0], [1.6, -0.2, -0.4], [-0.1, 0.5, 0.0], [-0.3, 0.0, 0.4], [0.3, 1.3, -0.1], [-0.4, 0.1, -0.5], [-0.7, 0.3, 0.3], [-0.1, 0.6, -0.2], [-1.9, -2.5, 0.1], [3.1, -0.5, -1.6], [-0.8, 2.0, 0.9], [-1.4, -1.7, 2.5], [0.0, 1.6, -0.6], [0.8, 0.9, 0.6], [0.0, -0.2, 0.6], [0.5, -0.9, -2.0], [-0.3, 0.6, 0.4], [0.1, 1.0, -0.5], [1.2, -1.0, -1.0], [-1.2, -1.0, 0.1], [-0.5, 1.3, 0.6], [0.1, -0.2, -0.5], [-0.5, -0.4, 0.3], [0.0, 0.6, 0.1], [0.4, 0.3, -0.1], [0.6, 0.7, -0.9], [0.5, -0.4, 0.6], [-0.6, 0.0, 0.5], [-0.6, 0.4, 0.6], [-1.8, -1.4, -0.2], [0.5, 1.4, -0.5], [-0.3, 0.5, 0.5], [1.3, -0.9, 0.7], [0.4, 0.3, -1.5], [-0.2, 0.3, 0.6], [-0.4, -0.3, -0.2], [0.3, -0.6, -0.2], [0.8, 0.4, 0.3], [1.4, 1.1, -1.0], [-0.6, -2.1, -0.3], [0.1, 1.3, 0.0], [0.9, -0.4, -1.1], [0.3, -0.6, 1.5], [-0.8, 0.5, -0.3], [-0.2, -0.7, -0.3], [0.8, 0.3, 0.7], [-1.4, 0.0, -0.1], [-0.6, 0.6, 0.9], [-0.6, -0.1, 0.1], [-1.1, -0.7, -1.0], [0.6, -0.3, 0.7], [0.7, 0.7, 0.0], [0.9, 0.1, 0.2], [-0.1, 0.1, 0.0], [0.1, 0.1, -0.7], [-1.4, -0.5, 0.4], [-0.4, 0.6, -0.3], [1.3, 0.0, 0.6], [-1.0, 1.3, -0.7], [-1.1, 0.7, 0.5], [0.2, -0.3, 0.2], [-0.7, 0.2, -0.3], [0.1, -0.5, 0.2], [1.2, -0.9, 0.2], [-0.3, -0.2, -0.5], [0.7, 0.1, 0.3], [0.5, 0.0, 0.7], [0.0, -0.7, -0.1], [-0.6, 0.1, -0.8], [-2.5, -1.1, 0.5], [1.7, 1.9, 0.0], [0.0, -0.1, -1.1], [0.4, -0.1, 0.0], [-0.5, -0.3, 0.3], [0.5, 0.1, 0.7], [0.2, 0.2, -0.2], [0.1, 0.0, 0.2], [0.6, -0.8, 0.6], [2.0, 0.5, -1.4], [-1.8, -0.4, -0.4], [-0.1, 0.1, 1.5], [-0.1, 0.5, 0.2], [-0.5, -0.2, -0.2], [0.7, -0.5, -0.2]],
  "e_homo_ha": -0.3365,
  "total_energy_ha": -2470.57689,
  "homo_lumo_gap_ev": 9.62
}